1.
DFT (wB97M-V/def2-TZVPD) results for a structure of composition C31H36AlBrN4O7PS3 in a non-equilibrium geometry.

Each line ends with the Löwdin charge.
CARTESIAN COORDINATES (ANGSTROEM)
Al -0.42 1.66 -0.37  0.0623
C -0.30 -3.99 5.26  -0.0542
C -0.32 -2.55 4.76  -0.2390
C -1.15 -1.56 5.30  -0.0243
C -1.04 -0.23 4.88  -0.0482
C -0.29 0.04 3.73  -0.2516
C 0.56 -0.92 3.14  -0.0593
C 0.55 -2.17 3.69  -0.0442
S -0.52 1.70 3.07  0.6356
O 0.02 2.69 3.98  -0.2796
O -1.88 1.85 2.67  -0.2958
N 0.31 1.68 1.65  -0.0903
C 1.66 1.74 1.72  -0.2591
C 2.49 1.54 2.85  -0.0157
C 3.87 1.45 2.72  -0.0526
C 4.49 1.51 1.46  -0.0306
C 3.71 1.80 0.30  -0.1518
C 4.30 1.96 -0.97  0.0200
C 3.46 2.44 -2.01  -0.0311
C 2.08 2.50 -1.82  -0.0462
N 1.51 2.06 -0.65  0.1190
C 2.29 1.86 0.45  -0.1105
H -1.14 -4.65 4.85  0.1035
H -0.29 -4.05 6.35  0.0757
H 0.60 -4.48 4.88  0.0692
H -1.85 -1.77 6.08  0.1096
H -1.56 0.62 5.29  0.1133
H 1.11 -0.78 2.19  0.1268
H 1.24 -2.95 3.32  0.1183
H 2.01 1.48 3.82  0.1011
H 4.46 1.36 3.65  0.1224
H 5.54 1.33 1.36  0.0951
H 5.38 1.74 -1.12  0.1367
H 3.82 2.52 -3.05  0.1187
H 1.45 2.81 -2.60  0.0775
C -2.99 0.90 -3.87  -0.1493
P -1.24 1.34 -3.60  0.7074
C -0.31 -0.08 -4.32  -0.1207
C -0.94 2.89 -4.44  -0.1467
O -0.69 1.51 -2.20  -0.2357
H -3.19 0.72 -4.93  0.0703
H -3.58 1.80 -3.62  0.0576
H -3.18 0.04 -3.23  0.0275
H -0.08 0.05 -5.39  0.0644
H -1.03 -0.90 -4.31  0.0477
H 0.52 -0.39 -3.67  0.0551
H 0.09 3.20 -4.08  0.0663
H -1.67 3.64 -4.13  0.0555
H -0.86 2.79 -5.53  0.0702
Br -5.34 -0.12 -1.11  0.7940
C -4.23 -1.61 -0.63  -0.5531
C -4.76 -2.93 -0.63  -0.1221
C -4.01 -4.07 -0.31  -0.0621
C -2.62 -3.89 -0.07  -0.0389
C -2.10 -2.56 0.00  -0.0018
C -2.90 -1.42 -0.15  -0.1463
C -2.16 -0.14 -0.04  -0.4466
O -2.78 0.95 0.13  -0.0381
O -0.83 -0.14 -0.14  0.0230
H -5.75 -3.07 -1.05  0.0961
H -4.50 -5.08 -0.56  0.1379
H -1.90 -4.74 0.06  0.1201
H -1.06 -2.41 0.21  0.1033
N -4.51 3.23 0.16  0.2071
C -3.37 4.10 0.48  -0.0350
C -2.35 3.71 -0.61  -0.5567
O -2.77 3.87 -1.73  0.0756
O -1.21 3.30 -0.15  0.0601
H -5.32 3.44 0.71  0.1649
H -4.22 2.25 0.26  0.1014
H -4.66 3.42 -0.81  0.1368
H -2.90 3.89 1.42  0.1231
H -3.77 5.09 0.45  0.1410
S 1.91 -3.97 -0.94  0.5625
C 3.38 -3.45 -1.42  -1.2133
N 4.61 -4.02 -1.39  -0.0599
C 5.70 -3.15 -1.62  -0.2704
C 5.24 -1.90 -2.39  -0.4174
S 3.43 -1.85 -2.16  0.8554
H 4.80 -5.00 -1.10  0.1728
H 6.48 -3.60 -2.26  0.1247
H 6.24 -2.91 -0.70  0.1199
H 5.49 -2.00 -3.46  0.0808
H 5.73 -1.01 -1.96  0.0711

Output
E_HOMO: -9.6 eV
LUMO level: -2.77 eV
spin multiplicity: 1
net charge: +1
max |F|: 3.23 eV/A



2.
DFT (wB97M-V/def2-TZVPD) results for a cluster of 2 separate species, C31H36BF3O3 in total in a non-equilibrium geometry.

Each line ends with the Löwdin charge.
CARTESIAN COORDINATES (ANGSTROEM)
C 4.32 4.27 -0.45  -0.0378
C 3.44 3.50 0.51  -0.4282
C 4.31 2.34 0.94  -0.0242
C 2.87 4.45 1.69  -0.4401
C 3.14 3.89 3.07  0.0043
C 3.32 5.89 1.66  -0.0191
O 1.44 4.48 1.50  0.0303
B 1.17 3.29 0.80  -0.8201
C -0.28 3.54 -0.34  -0.0764
C -1.29 4.46 -0.05  -0.0609
C -2.58 4.34 -0.59  0.0058
C -2.85 3.31 -1.48  -0.1304
C -4.27 3.07 -1.94  -0.5117
F -4.34 2.58 -3.21  0.1143
F -4.91 2.15 -1.14  0.1098
F -5.04 4.20 -1.91  0.1138
C -1.84 2.44 -1.87  0.0000
C -0.54 2.60 -1.35  -0.0292
C 1.08 5.58 -0.84  0.0452
C 1.99 5.44 -1.94  -0.1011
C 0.53 5.79 -2.14  -0.0938
O 2.25 2.90 -0.05  0.0760
H 5.26 4.54 0.06  0.1009
H 4.60 3.66 -1.32  0.0999
H 3.90 5.20 -0.83  0.0387
H 5.22 2.68 1.43  0.0970
H 3.77 1.68 1.61  0.0499
H 4.58 1.76 0.06  0.1044
H 4.21 3.90 3.31  0.0998
H 2.60 4.50 3.80  0.0968
H 2.76 2.87 3.17  0.0741
H 4.39 5.96 1.85  0.0986
H 3.06 6.38 0.72  0.0672
H 2.80 6.42 2.47  0.0996
H -1.11 5.30 0.63  0.1305
H -3.38 5.00 -0.28  0.1251
H -2.09 1.61 -2.53  0.1241
H 0.23 1.92 -1.71  0.1253
H 1.12 6.18 0.07  0.1377
H 2.72 6.25 -2.11  0.1316
H 2.29 4.43 -2.26  0.1402
H -0.07 4.97 -2.57  0.1221
H 0.24 6.81 -2.39  0.1261
C 3.53 -0.29 6.60  -0.0719
O 3.57 -0.54 5.19  -0.0937
C 2.54 -0.12 4.41  -0.2774
C 2.70 -0.24 3.01  -0.0058
C 1.95 0.56 2.16  -0.0595
C 0.99 1.46 2.70  -0.1682
C 0.26 2.33 1.69  -0.1082
C -0.95 2.96 2.38  -0.2083
C -2.21 2.43 2.08  -0.0300
C -3.32 2.82 2.80  -0.0417
C -3.22 3.66 3.90  -0.2766
C -4.44 3.97 4.73  -0.0602
C -1.98 4.23 4.16  -0.0395
C -0.84 3.91 3.42  -0.0298
C 0.65 1.33 4.06  -0.0189
C 1.40 0.54 4.91  -0.0189
H 4.52 -0.58 6.96  0.0890
H 3.36 0.76 6.84  0.0920
H 2.78 -0.91 7.09  0.0912
H 3.52 -0.85 2.63  0.1196
H 2.02 0.43 1.08  0.1351
H -0.10 1.57 0.93  0.1479
H -2.27 1.68 1.28  0.1286
H -4.28 2.44 2.47  0.1121
H -4.16 4.40 5.69  0.0696
H -5.12 4.69 4.25  0.0798
H -5.04 3.08 4.94  0.0773
H -1.90 4.94 4.98  0.1078
H 0.14 4.30 3.72  0.1234
H -0.27 1.78 4.45  0.1164
H 1.15 0.52 5.97  0.1028

Output
E_HOMO: -7.4 eV
LUMO level: -2.08 eV
spin multiplicity: 1
net charge: 0
max |F|: 3.03 eV/A
ΔE to the lowest compared entry with this formula, charge and spin: 5.3 kcal per mole



3.
DFT (wB97M-V/def2-TZVPD) results for a structure of composition C31H36BF4N2OPReS in a non-equilibrium geometry.

Each line ends with the Löwdin charge.
CARTESIAN COORDINATES (ANGSTROEM)
Re -1.24 -0.02 0.76  1.5745
C -3.92 -0.58 4.20  -0.0612
C -4.71 0.55 4.16  -0.0692
C -4.56 1.46 3.14  -0.0180
C -3.60 1.24 2.14  -0.1843
C -2.81 0.09 2.18  -0.1925
C -2.98 -0.82 3.21  -0.0815
C -3.32 2.16 1.05  -0.1740
C -4.08 3.32 0.80  0.0241
C -3.81 4.10 -0.28  0.0259
C -2.74 3.76 -1.12  -0.1458
C -2.40 4.52 -2.26  -0.0247
C -1.33 4.17 -3.04  -0.0637
C -0.56 3.05 -2.71  -0.0596
C -0.88 2.29 -1.62  -0.0329
C -1.98 2.61 -0.81  -0.1837
N -2.30 1.81 0.25  -0.0010
H -4.03 -1.28 5.02  0.1062
H -5.44 0.74 4.93  0.1043
H -5.15 2.36 3.13  0.1012
H -2.37 -1.71 3.26  0.0828
H -4.89 3.57 1.47  0.1089
H -4.41 4.97 -0.50  0.1246
H -2.99 5.40 -2.49  0.1159
H -1.07 4.75 -3.91  0.1069
H 0.29 2.79 -3.32  0.0980
H -0.29 1.41 -1.36  0.0315
S -4.18 -2.18 -2.15  0.6960
C -3.15 -1.48 -1.20  -0.8876
N -2.36 -0.94 -0.49  -0.1250
C 3.24 -1.26 -2.93  -0.0809
C 2.15 -0.30 -2.45  -0.6628
C 2.63 1.14 -2.58  -0.0956
C 0.94 -0.50 -3.36  -0.0986
P 1.55 -0.64 -0.65  1.1829
C 1.47 -2.47 -0.80  -0.3709
C 2.44 -3.42 -0.50  -0.0981
C 2.20 -4.77 -0.70  -0.0791
C 0.99 -5.20 -1.21  -0.0818
C 0.00 -4.27 -1.50  -0.0660
C 0.24 -2.92 -1.29  -0.1414
C 2.98 -0.16 0.54  -0.6487
C 4.42 -0.46 0.12  -0.0848
C 2.69 -0.87 1.86  -0.0948
C 2.86 1.36 0.77  -0.0914
H 3.48 -1.01 -3.96  0.0882
H 2.90 -2.29 -2.90  0.0759
H 4.16 -1.19 -2.35  0.0613
H 2.71 1.41 -3.64  0.0874
H 3.62 1.28 -2.14  0.0632
H 1.95 1.84 -2.10  0.0556
H 1.22 -0.27 -4.39  0.0885
H 0.10 0.14 -3.10  0.0585
H 0.60 -1.53 -3.33  0.0662
H 3.40 -3.12 -0.12  0.0878
H 2.97 -5.49 -0.48  0.1045
H 0.81 -6.25 -1.36  0.1017
H -0.96 -4.59 -1.89  0.1062
H -0.55 -2.21 -1.50  0.0633
H 4.59 -1.51 -0.07  0.0621
H 5.08 -0.15 0.93  0.0914
H 4.71 0.11 -0.76  0.0594
H 2.75 -1.96 1.75  0.0705
H 1.71 -0.62 2.24  0.0519
H 3.41 -0.57 2.62  0.0949
H 3.35 1.93 -0.01  0.0681
H 3.33 1.62 1.72  0.0945
H 1.82 1.68 0.83  0.0566
C -0.27 -2.75 1.95  -0.1908
O -0.17 -1.56 1.28  -0.5139
H 0.52 -3.43 1.62  0.0789
H -1.25 -3.23 1.76  0.0900
H -0.16 -2.60 3.04  0.0944
F -0.10 1.14 2.05  -0.1213
B 0.15 1.83 3.42  -1.2486
F -0.95 1.52 4.15  0.1885
F 0.25 3.15 3.13  0.1876
F 1.29 1.28 3.88  0.1932

Output
E_HOMO (spin up / spin down): -8.2 / -8.1 eV
LUMO level (spin up / spin down): -1.80 / -1.66 eV
spin multiplicity: 2
net charge: 0
max |F|: 2.28 eV/A
ΔE to the lowest compared entry with this formula, charge and spin: 30.9 kcal per mole



Question: Which of these has the lowest max |F|?
Answer: C31H36BF4N2OPReS